#w
Entry from the Open Molecules 2025 dataset: a 2-piece molecular cluster, C4H13NSi overall (ωB97M-V with the def2-TZVPD basis set).

Its LUMO energy is 0.36 eV. The calculation puts the highest occupied orbital energy at -0.25314 Eh. For the HOMO-LUMO gap, the calculation gives 0.2662 Eh.

```
! RIJCOSX wB97M-V def2-TZVPD def2/J DEFGRID3
* xyz 0 1
C -0.88 -0.45 1.52
C -0.61 1.73 0.36
C -1.46 -0.16 -1.01
C -0.68 0.22 0.20
N 2.17 -1.89 -0.66
Si 2.05 -0.15 -0.80
H -1.26 -1.43 1.41
H 0.09 -0.56 1.94
H -1.59 0.10 2.13
H -0.30 2.38 -0.54
H -0.13 2.20 1.27
H -1.63 2.27 0.59
H -1.49 0.48 -1.85
H -1.09 -1.22 -1.32
H -2.55 -0.10 -0.65
H 3.10 -2.28 -0.56
H 1.59 -2.26 0.11
H 1.98 0.12 -2.20
H 2.72 0.98 0.08
*
```



#x
Entry from the Open Molecules 2025 dataset: a 2-piece molecular cluster, C4H13NSi overall (ωB97M-V with the def2-TZVPD basis set).

Its LUMO energy (spin up / spin down) is 0.31 / 0.26 eV. The calculation puts the highest occupied orbital energy (spin up / spin down) at -0.29574 / -0.29319 Eh. For the HOMO-LUMO gap (spin up / spin down), the calculation gives 0.3070 / 0.3027 Eh.

```
! RIJCOSX wB97M-V def2-TZVPD def2/J DEFGRID3
* xyz 0 1
C -1.61 0.20 -1.21
C -1.32 -0.80 1.10
C 0.76 1.48 0.73
C -0.89 -0.65 -0.30
N 1.01 0.71 -0.38
Si 2.30 -0.47 -0.53
H -1.57 0.11 -2.22
H -2.70 0.18 -0.92
H -1.11 1.16 -0.94
H -1.83 -1.72 1.20
H -1.97 -0.11 1.42
H -0.52 -0.89 1.74
H 0.95 0.75 1.61
H 1.57 2.19 0.86
H -0.23 1.88 0.74
H -0.50 -1.58 -0.80
H 2.43 -1.38 0.79
H 1.84 -1.39 -1.62
H 3.41 0.33 -1.29
*
```



The structure with the most favorable energy is #w; the runner-up is 0.0447 hartree above it.



#w
Entry from the Open Molecules 2025 dataset: a 9-piece molecular cluster, C34H91N13O14 overall (ωB97M-V with the def2-TZVPD basis set).

As for the SMILES: COCCNCCOC.COCCNCCOC.COCCNCCOC.COCCNCCOC.COCCNCCOC.NC(N)=O.NC(N)=O.NC(N)=O.NC(N)=O. Its LUMO energy is 0.16 eV. The calculation puts the highest occupied orbital energy at -0.31539 Eh. For the HOMO-LUMO gap, the calculation gives 0.3213 Eh.

```
! RIJCOSX wB97M-V def2-TZVPD def2/J DEFGRID3
* xyz 0 1
C -23.19 -18.02 -15.27
O -22.69 -19.27 -15.59
C -22.86 -20.20 -14.53
C -21.75 -21.26 -14.69
N -20.48 -20.88 -14.02
C -19.65 -19.83 -14.70
C -18.39 -19.37 -13.87
O -17.25 -19.27 -14.75
C -16.50 -20.43 -14.76
H -24.21 -18.11 -14.89
H -23.22 -17.29 -16.08
H -22.61 -17.50 -14.50
H -23.79 -20.77 -14.45
H -22.73 -19.80 -13.52
H -21.41 -21.44 -15.71
H -22.12 -22.21 -14.30
H -19.97 -21.73 -13.83
H -20.22 -18.93 -14.92
H -19.35 -20.20 -15.68
H -18.26 -19.92 -12.94
H -18.56 -18.33 -13.57
H -15.61 -20.33 -15.39
H -17.00 -21.32 -15.13
H -16.21 -20.63 -13.73
C -19.72 -11.81 -14.53
O -18.71 -12.73 -14.36
C -18.31 -13.09 -13.01
C -17.41 -11.95 -12.47
N -17.08 -12.19 -11.07
C -16.08 -11.28 -10.51
C -14.64 -11.32 -11.12
O -14.22 -12.72 -11.20
C -13.94 -13.47 -10.01
H -19.85 -11.60 -15.59
H -19.49 -10.84 -14.11
H -20.67 -12.15 -14.11
H -17.68 -13.97 -13.07
H -19.12 -13.42 -12.36
H -17.84 -10.95 -12.53
H -16.58 -11.85 -13.16
H -16.71 -13.11 -10.90
H -15.90 -11.57 -9.48
H -16.34 -10.22 -10.48
H -13.88 -10.68 -10.67
H -14.65 -10.92 -12.13
H -13.32 -12.82 -9.40
H -13.34 -14.36 -10.20
H -14.94 -13.62 -9.59
C -17.49 -16.91 -10.90
O -18.68 -16.78 -10.19
C -18.57 -16.59 -8.81
C -18.24 -15.09 -8.49
N -18.43 -14.83 -7.09
C -17.30 -15.33 -6.25
C -15.86 -15.04 -6.65
O -15.58 -13.73 -7.18
C -15.97 -12.60 -6.31
H -17.67 -17.17 -11.95
H -16.95 -17.79 -10.53
H -16.86 -16.03 -10.82
H -17.85 -17.32 -8.44
H -19.51 -16.68 -8.27
H -19.04 -14.56 -9.00
H -17.26 -14.76 -8.84
H -18.62 -13.85 -6.96
H -17.43 -16.40 -6.11
H -17.39 -14.93 -5.24
H -15.61 -15.72 -7.46
H -15.23 -15.29 -5.79
H -17.04 -12.44 -6.21
H -15.61 -11.70 -6.80
H -15.35 -12.57 -5.41
C -21.30 -15.73 -12.89
O -22.03 -16.79 -12.16
C -21.24 -17.94 -12.10
C -21.94 -18.85 -11.16
N -21.48 -20.24 -11.25
C -20.20 -20.39 -10.57
C -19.75 -21.82 -10.47
O -18.68 -21.95 -9.62
C -18.26 -23.27 -9.25
H -21.22 -16.13 -13.90
H -20.30 -15.50 -12.52
H -21.90 -14.82 -12.83
H -20.27 -17.66 -11.70
H -21.23 -18.33 -13.11
H -23.01 -18.70 -11.36
H -21.78 -18.49 -10.15
H -21.26 -20.38 -12.22
H -20.32 -20.09 -9.54
H -19.39 -19.79 -10.99
H -19.61 -22.30 -11.44
H -20.52 -22.44 -10.00
H -17.64 -23.73 -10.03
H -19.09 -23.97 -9.30
H -17.68 -23.34 -8.33
C -16.52 -15.41 -2.55
O -17.17 -16.52 -3.17
C -18.48 -16.88 -2.84
C -19.06 -17.82 -3.89
N -18.07 -18.82 -4.44
C -18.72 -19.36 -5.68
C -17.75 -20.28 -6.43
O -16.61 -19.44 -6.85
C -15.82 -20.14 -7.80
H -16.13 -15.59 -1.55
H -17.21 -14.57 -2.58
H -15.63 -15.22 -3.14
H -19.17 -16.04 -2.74
H -18.42 -17.25 -1.81
H -19.57 -17.31 -4.71
H -19.88 -18.40 -3.48
H -17.29 -18.31 -4.83
H -19.05 -18.66 -6.45
H -19.58 -19.89 -5.29
H -18.15 -20.73 -7.34
H -17.41 -21.17 -5.89
H -14.78 -19.81 -7.75
H -16.21 -20.17 -8.81
H -15.73 -21.21 -7.60
N -20.93 -10.23 -8.52
C -19.72 -10.84 -8.50
N -19.39 -10.97 -9.73
O -19.01 -11.17 -7.56
H -21.22 -9.87 -7.62
H -21.41 -9.86 -9.33
H -18.65 -11.55 -10.10
H -20.13 -10.86 -10.41
N -15.61 -9.21 -4.63
C -16.27 -8.11 -4.39
N -17.57 -8.43 -4.34
O -15.72 -7.06 -4.31
H -16.12 -10.06 -4.79
H -14.60 -9.24 -4.55
H -18.32 -7.77 -4.26
H -17.71 -9.40 -4.10
N -15.44 -17.58 -13.45
C -14.33 -18.09 -13.08
N -13.47 -17.09 -12.85
O -14.19 -19.21 -12.69
H -15.51 -16.60 -13.70
H -16.16 -18.23 -13.73
H -13.62 -16.26 -13.41
H -12.51 -17.38 -12.79
N -19.55 -12.18 -5.12
C -18.94 -12.00 -3.99
N -19.46 -12.73 -3.13
O -18.13 -11.12 -3.80
H -20.29 -12.84 -5.32
H -19.36 -11.54 -5.87
H -19.11 -12.76 -2.18
H -20.42 -13.03 -3.21
*
```



#x
Entry from the Open Molecules 2025 dataset: a 9-piece molecular cluster, C34H91N13O14 overall (ωB97M-V with the def2-TZVPD basis set).

As for the SMILES: COCCNCCOC.COCCNCCOC.COCCNCCOC.COCCNCCOC.COCCNCCOC.NC(N)=O.NC(N)=O.NC(N)=O.NC(N)=O. Its LUMO energy is 0.19 eV. The calculation puts the highest occupied orbital energy at -0.31037 Eh. For the HOMO-LUMO gap, the calculation gives 0.3174 Eh.

```
! RIJCOSX wB97M-V def2-TZVPD def2/J DEFGRID3
* xyz 0 1
C -2.95 -1.82 -2.18
O -2.11 -2.54 -1.36
C -2.70 -3.67 -0.76
C -1.94 -4.10 0.47
N -1.54 -3.12 1.49
C -2.53 -2.17 1.99
C -1.93 -1.44 3.19
O -1.70 -2.54 4.13
C -1.16 -2.04 5.30
H -3.08 -2.40 -3.15
H -2.37 -1.04 -2.49
H -3.91 -1.47 -1.68
H -2.82 -4.47 -1.48
H -3.77 -3.39 -0.47
H -1.01 -4.70 0.20
H -2.53 -4.85 0.94
H -0.66 -2.67 1.25
H -3.36 -2.72 2.43
H -2.87 -1.44 1.30
H -2.77 -0.85 3.69
H -1.00 -0.86 3.04
H -0.89 -2.85 5.97
H -1.88 -1.33 5.79
H -0.27 -1.44 5.20
C 0.55 2.75 -4.53
O 0.54 1.40 -4.88
C 0.26 0.64 -3.71
C -0.15 -0.79 -4.11
N 0.72 -1.31 -5.16
C 1.76 -2.29 -4.78
C 2.75 -1.80 -3.78
O 3.65 -0.72 -4.17
C 4.64 -1.19 -5.05
H -0.33 3.04 -3.90
H 0.56 3.38 -5.47
H 1.41 2.97 -3.88
H -0.46 1.26 -3.07
H 1.24 0.59 -3.21
H -1.21 -0.80 -4.43
H -0.10 -1.41 -3.16
H 1.19 -0.53 -5.56
H 2.14 -2.56 -5.75
H 1.28 -3.19 -4.35
H 3.31 -2.69 -3.46
H 2.15 -1.48 -2.94
H 4.71 -0.43 -5.83
H 4.40 -2.15 -5.57
H 5.60 -1.47 -4.57
C -3.30 -0.30 -7.02
O -3.47 0.79 -6.13
C -3.79 0.36 -4.84
C -3.61 1.58 -3.94
N -3.81 1.20 -2.55
C -5.19 1.10 -2.09
C -5.17 1.15 -0.54
O -4.23 2.08 -0.01
C -4.07 2.03 1.39
H -4.18 -0.99 -6.92
H -2.36 -0.88 -6.82
H -3.17 0.13 -8.01
H -3.05 -0.35 -4.47
H -4.77 -0.08 -4.87
H -4.24 2.45 -4.32
H -2.53 1.71 -4.14
H -3.47 1.98 -2.03
H -5.76 0.18 -2.41
H -5.74 1.96 -2.48
H -4.85 0.16 -0.21
H -6.13 1.38 -0.12
H -4.91 2.53 1.87
H -3.15 2.59 1.63
H -4.06 1.02 1.78
C 0.93 7.08 2.57
O 1.66 6.02 3.19
C 2.22 4.94 2.49
C 1.22 4.03 1.82
N 0.11 3.66 2.77
C 0.49 2.29 3.37
C -0.55 1.92 4.43
O -1.84 1.84 3.92
C -2.71 1.88 5.07
H 1.57 7.95 2.31
H 0.17 7.36 3.26
H 0.32 6.74 1.73
H 2.77 4.34 3.24
H 2.94 5.39 1.79
H 1.84 3.15 1.46
H 0.70 4.43 0.92
H 0.14 4.24 3.60
H 1.57 2.30 3.89
H 0.46 1.50 2.66
H -0.37 2.69 5.22
H -0.19 0.98 4.86
H -3.73 2.14 4.73
H -2.37 2.73 5.72
H -2.79 0.94 5.61
C 1.84 -1.96 3.27
O 2.15 -0.69 3.84
C 3.40 -0.62 4.54
C 4.58 -0.50 3.58
N 4.44 0.84 2.90
C 5.63 1.32 2.25
C 5.74 0.53 0.88
O 4.70 0.99 0.02
C 4.60 0.42 -1.33
H 1.87 -2.72 4.02
H 2.52 -2.26 2.54
H 0.88 -1.89 2.90
H 3.43 -1.46 5.24
H 3.33 0.28 5.12
H 4.64 -1.46 3.01
H 5.46 -0.44 4.28
H 3.69 0.78 2.27
H 6.43 1.28 2.94
H 5.46 2.43 2.08
H 5.53 -0.48 1.16
H 6.71 0.74 0.37
H 4.21 1.15 -2.00
H 3.93 -0.47 -1.34
H 5.57 0.14 -1.72
N -2.15 4.05 -1.67
C -1.61 3.70 -0.48
N -1.95 4.39 0.67
O -0.81 2.80 -0.33
H -1.70 3.60 -2.45
H -2.72 4.85 -1.63
H -2.28 5.37 0.49
H -1.48 4.11 1.53
N 1.39 0.91 0.11
C 0.60 -0.23 0.01
N -0.70 -0.09 -0.37
O 1.07 -1.36 0.25
H 2.43 0.78 -0.15
H 0.93 1.74 -0.28
H -1.24 -0.98 -0.52
H -1.09 0.88 -0.42
N 1.43 -5.26 2.61
C 0.70 -6.13 3.38
N -0.56 -5.65 3.60
O 1.13 -7.23 3.75
H 0.85 -4.67 2.08
H 2.31 -5.54 2.18
H -0.67 -4.64 3.65
H -1.21 -6.26 4.06
N 0.43 -3.77 -1.87
C 1.71 -4.25 -1.73
N 2.50 -3.60 -0.83
O 2.11 -5.17 -2.44
H -0.26 -4.28 -2.42
H 0.11 -3.08 -1.22
H 2.13 -2.74 -0.45
H 3.49 -3.77 -0.80
*
```



The structure with the most favorable energy is #x; the runner-up is 0.1135 hartree above it.



#w
Entry from the Open Molecules 2025 dataset: a 2-piece molecular cluster, C7H20NSi overall (ωB97M-V with the def2-TZVPD basis set).

Its LUMO energy is -3.56 eV. The calculation puts the highest occupied orbital energy at -0.43245 Eh. For the HOMO-LUMO gap, the calculation gives 0.3015 Eh.

```
! RIJCOSX wB97M-V def2-TZVPD def2/J DEFGRID3
* xyz 1 1
C -1.11 2.65 1.20
C 2.23 -1.20 0.82
C -0.17 1.51 -2.96
C 0.22 2.00 0.64
C 1.59 -0.70 -0.50
C -0.82 0.50 -2.10
C -1.35 -1.73 1.55
N -0.72 -3.08 1.53
Si 0.04 0.42 -0.40
H -1.80 2.99 0.48
H -1.79 1.76 1.61
H -0.88 3.48 1.83
H 3.06 -0.54 1.03
H 1.47 -1.48 1.61
H 2.80 -2.13 0.70
H -0.95 2.11 -3.41
H 0.40 2.22 -2.44
H 0.52 1.10 -3.81
H 1.06 1.93 1.36
H 0.49 2.69 -0.18
H 1.35 -1.44 -1.23
H 2.35 -0.03 -1.00
H -0.72 -0.38 -2.64
H -1.88 0.68 -1.97
H -1.51 -1.55 2.59
H -2.31 -1.67 1.11
H -0.67 -3.32 0.59
H 0.29 -3.11 1.76
H -1.18 -3.67 2.22
*
```



#x
Entry from the Open Molecules 2025 dataset: a 2-piece molecular cluster, C7H20NSi overall (ωB97M-V with the def2-TZVPD basis set).

Its LUMO energy is -5.12 eV. The calculation puts the highest occupied orbital energy at -0.43253 Eh. For the HOMO-LUMO gap, the calculation gives 0.2443 Eh.

```
! RIJCOSX wB97M-V def2-TZVPD def2/J DEFGRID3
* xyz 1 1
C 3.51 -0.53 0.09
C 1.05 1.18 -0.21
C 1.03 -0.17 1.69
C -2.73 1.35 -1.76
C -1.30 -1.38 -1.04
C -3.09 0.24 1.37
C 2.15 -0.98 -0.36
N 1.12 -0.21 0.27
Si -2.43 0.07 -0.41
H 3.56 0.28 0.76
H 4.04 -1.37 0.59
H 4.13 -0.30 -0.79
H 2.01 1.76 0.08
H 1.00 1.36 -1.41
H 0.11 1.72 0.18
H 0.91 -1.20 2.24
H 1.92 0.32 2.22
H 0.05 0.21 1.87
H -2.43 2.29 -1.18
H -2.17 1.18 -2.69
H -3.84 1.35 -2.04
H -0.59 -1.19 -1.89
H -0.74 -1.42 -0.06
H -1.87 -2.33 -1.22
H -3.78 -0.56 1.71
H 1.87 -2.12 -0.23
H -3.54 1.22 1.65
H 2.11 -0.88 -1.38
H -2.05 0.12 1.94
*
```



The structure with the most favorable energy is #x; the runner-up is 0.0250 hartree above it.



#w
Entry from the Open Molecules 2025 dataset: C3H5BrS as an isolated structure (ωB97M-V with the def2-TZVPD basis set).

Its LUMO energy is -0.40 eV. The calculation puts the highest occupied orbital energy at -0.32241 Eh. For the HOMO-LUMO gap, the calculation gives 0.3078 Eh.

```
! RIJCOSX wB97M-V def2-TZVPD def2/J DEFGRID3
* xyz 0 1
C -0.53 1.16 0.73
C 0.42 0.03 0.69
C 0.08 -0.76 -1.07
S -0.52 2.53 -0.01
Br 0.94 -2.45 -1.09
H -1.47 0.91 1.36
H 1.35 0.30 0.86
H 0.22 -0.78 1.28
H -0.99 -0.91 -1.00
H 0.51 -0.02 -1.74
*
```



#x
Entry from the Open Molecules 2025 dataset: a 2-piece molecular cluster, C3H5BrS overall (ωB97M-V with the def2-TZVPD basis set).

Its LUMO energy (spin up / spin down) is -0.44 / -1.97 eV. The calculation puts the highest occupied orbital energy (spin up / spin down) at -0.33563 / -0.32327 Eh. For the HOMO-LUMO gap (spin up / spin down), the calculation gives 0.3194 / 0.2507 Eh.

```
! RIJCOSX wB97M-V def2-TZVPD def2/J DEFGRID3
* xyz 0 1
C 1.29 -1.16 0.01
C 0.34 -0.89 0.86
C -1.76 -0.01 -1.18
S 1.84 -2.67 -0.38
Br -3.08 -0.67 0.16
H 2.05 -0.38 -0.26
H -0.38 -1.64 1.25
H 0.02 0.04 1.25
H -1.77 1.09 -1.21
H -1.07 -0.77 -1.71
*
```



The structure with the most favorable energy is #w; the runner-up is 0.0705 hartree above it.



#w
Entry from the Open Molecules 2025 dataset: a 2-piece molecular cluster, C3H7F2P overall (ωB97M-V with the def2-TZVPD basis set).

Its LUMO energy (spin up / spin down) is 0.50 / 0.82 eV. The calculation puts the highest occupied orbital energy (spin up / spin down) at -0.28751 / -0.29615 Eh. For the HOMO-LUMO gap (spin up / spin down), the calculation gives 0.3059 / 0.3263 Eh.

```
! RIJCOSX wB97M-V def2-TZVPD def2/J DEFGRID3
* xyz 0 1
C -1.34 -0.55 -1.15
C -1.29 0.41 0.05
C 1.02 1.18 -0.66
F -1.95 1.53 0.04
F 1.38 2.18 0.17
P 1.80 -0.46 -0.32
H -2.16 -0.62 -1.74
H -0.51 -0.29 -1.87
H -1.09 -1.49 -0.70
H -1.03 -0.01 0.99
H 0.78 1.41 -1.72
H 3.10 -0.22 -0.54
H 1.86 -0.87 -1.66
*
```



#x
Entry from the Open Molecules 2025 dataset: a 2-piece molecular cluster, C3H7F2P overall (ωB97M-V with the def2-TZVPD basis set).

Its LUMO energy (spin up / spin down) is -0.73 / 0.38 eV. The calculation puts the highest occupied orbital energy (spin up / spin down) at -0.30168 / -0.30952 Eh. For the HOMO-LUMO gap (spin up / spin down), the calculation gives 0.2749 / 0.3235 Eh.

```
! RIJCOSX wB97M-V def2-TZVPD def2/J DEFGRID3
* xyz 0 1
C 1.73 -0.67 -0.46
C 0.39 0.15 -0.45
C -0.30 -0.16 0.84
F -0.72 -1.38 1.10
F 0.31 0.26 1.96
P -3.14 0.62 0.71
H 1.97 -0.58 -1.54
H 1.49 -1.74 -0.26
H 2.59 -0.31 0.23
H -0.27 -0.02 -1.33
H 0.77 1.16 -0.41
H -3.15 -0.91 0.92
H -3.57 0.52 -0.60
*
```



The structure with the most favorable energy is #x; the runner-up is 0.0460 hartree above it.



#w
Entry from the Open Molecules 2025 dataset: a 4-piece molecular cluster, C5H8FN overall (ωB97M-V with the def2-TZVPD basis set).

Its LUMO energy is 1.00 eV. The calculation puts the highest occupied orbital energy at -0.36338 Eh. For the HOMO-LUMO gap, the calculation gives 0.4003 Eh.

```
! RIJCOSX wB97M-V def2-TZVPD def2/J DEFGRID3
* xyz 0 1
C -0.73 -0.93 -1.94
C -2.95 0.29 -0.20
C -0.25 -0.24 -1.04
C 1.78 0.67 0.16
C 0.18 0.65 -0.11
N -3.08 -0.83 0.01
F -0.10 1.96 -0.49
H 1.16 -2.28 2.53
H -0.92 -1.53 -2.70
H -2.89 1.35 -0.38
H 1.61 -1.50 2.50
H 2.11 1.65 -0.33
H 2.32 -0.26 -0.14
H 2.01 0.56 1.24
H -0.25 0.43 0.88
*
```



#x
Entry from the Open Molecules 2025 dataset: a single C5H8FN molecule (ωB97M-V with the def2-TZVPD basis set).

As for the SMILES: [H]/N=C(\CF)C(=C)C. Its LUMO energy is 0.97 eV. The calculation puts the highest occupied orbital energy at -0.35834 Eh. For the HOMO-LUMO gap, the calculation gives 0.3939 Eh.

```
! RIJCOSX wB97M-V def2-TZVPD def2/J DEFGRID3
* xyz 0 1
H -2.69 0.60 -0.29
N -1.72 0.53 -0.60
C -0.90 0.07 0.21
C -1.13 -0.39 1.61
F -2.45 -0.16 1.96
C 0.75 0.08 -0.41
C 1.71 -0.23 0.43
C 0.88 0.34 -1.86
H -0.52 0.17 2.33
H -0.96 -1.47 1.71
H 2.74 -0.28 0.11
H 1.54 -0.45 1.47
H 1.93 0.26 -2.14
H 0.30 -0.39 -2.42
H 0.51 1.32 -2.11
*
```



The structure with the most favorable energy is #x; the runner-up is 0.1257 hartree above it.